No. 1
DFT (the ωB97M-V functional and the def2-TZVPD basis) results for 2 unconnected molecules or ions with the total composition C4H13N2OS.

Positions of all 21 atoms, in Å:
1 C 0.082 1.801 -0.225
2 N 0.153 0.350 -0.365
3 C 0.405 -0.345 0.933
4 C 0.603 -1.832 0.701
5 S 0.858 -2.606 2.384
6 C -0.328 2.498 -1.527
7 N 0.490 2.405 -2.740
8 H 1.020 2.194 0.212
9 H -0.713 2.114 0.452
10 H 0.873 0.105 -1.020
11 H 1.236 0.139 1.450
12 H -0.443 -0.226 1.607
13 H -0.370 -2.238 0.403
14 H 1.285 -2.189 -0.071
15 H -1.370 2.301 -1.763
16 H -0.272 3.557 -1.242
17 H 0.201 1.611 -3.304
18 H 1.479 2.301 -2.534
19 H -2.903 -0.660 -0.506
20 H -1.628 0.213 -0.780
21 O -2.546 0.035 -1.051

Calculated values
Total charge ... -1
LUMO ... 0.1262 Eh
ΔE to the lowest compared entry with this formula, charge and spin ... 52.1 kJ/mol
Gap between HOMO and LUMO ... 0.21680 hartree



No. 2
DFT (the ωB97M-V functional and the def2-TZVPD basis) results for 2 unconnected molecules or ions with the total composition C2H7N4.

Positions of all 13 atoms, in Å:
1 C -2.251 1.190 -0.254
2 C 1.496 -1.854 0.721
3 N 1.209 0.531 0.025
4 N 1.250 1.683 -0.087
5 N -1.420 0.410 -0.821
6 N 1.319 -0.622 0.073
7 H -3.196 1.354 -0.599
8 H -1.866 1.846 0.599
9 H 2.506 -2.346 0.387
10 H 0.766 -2.429 0.287
11 H 1.519 -1.741 1.813
12 H 0.444 2.111 -0.521
13 H -1.774 -0.133 -1.624

Calculated values
Expectation value of S² ... 2.02
Total charge ... +1
LUMO (spin up / spin down) ... -0.1529 / -0.3246 Eh
ΔE to the lowest compared entry with this formula, charge and spin ... 497.9 kJ/mol
Multiplicity ... 3
Gap between HOMO and LUMO (spin up / spin down) ... 0.29450 / 0.20260 hartree



No. 3
DFT (the ωB97M-V functional and the def2-TZVPD basis) results for a molecular structure, C24H22N7O5PtS.

Positions of all 60 atoms, in Å:
1 Pt 0.460 1.227 0.278
2 C -1.481 2.832 -4.593
3 C -0.434 2.312 -3.649
4 C -0.303 0.942 -3.420
5 C 0.623 0.459 -2.515
6 C 1.433 1.366 -1.810
7 C 1.334 2.741 -2.069
8 C 0.390 3.203 -2.967
9 S 2.870 0.734 -0.936
10 O 3.571 1.870 -0.379
11 O 3.651 -0.138 -1.776
12 N 1.957 -0.079 0.112
13 C 2.506 -0.451 1.417
14 C 1.499 -0.107 2.513
15 O 1.612 -0.551 3.635
16 O 0.516 0.701 2.172
17 H -1.829 2.054 -5.271
18 H -1.101 3.667 -5.182
19 H -2.344 3.205 -4.034
20 H -0.940 0.249 -3.956
21 H 0.738 -0.600 -2.334
22 H 1.999 3.413 -1.544
23 H 0.294 4.267 -3.147
24 H 3.429 0.089 1.650
25 H 2.713 -1.520 1.466
26 C -3.975 4.059 5.025
27 C -4.668 3.698 3.739
28 C -5.963 3.199 3.724
29 C -6.583 2.850 2.534
30 C -5.917 3.002 1.324
31 N -6.619 2.630 0.150
32 C -6.198 2.460 -1.148
33 O -6.951 2.683 -2.080
34 N -4.912 2.012 -1.380
35 C -4.113 1.100 -0.668
36 C -4.500 0.431 0.484
37 C -3.600 -0.446 1.068
38 C -2.366 -0.651 0.478
39 N -1.995 -0.036 -0.645
40 C -2.850 0.816 -1.190
41 C -4.629 3.526 1.319
42 C -4.020 3.858 2.518
43 H -4.637 3.924 5.881
44 H -3.640 5.097 5.011
45 H -3.091 3.437 5.178
46 H -6.501 3.075 4.657
47 H -7.590 2.447 2.543
48 H -7.614 2.785 0.179
49 H -4.665 2.134 -2.349
50 H -5.479 0.576 0.916
51 H -3.857 -0.965 1.981
52 H -1.643 -1.330 0.914
53 H -2.523 1.317 -2.097
54 H -4.101 3.690 0.391
55 H -3.018 4.265 2.490
56 N -0.834 2.802 0.459
57 C -1.201 3.905 0.428
58 N -1.642 5.107 0.460
59 C -2.161 5.684 -0.603
60 N -2.644 6.248 -1.494

Calculated values
Total charge ... -1
LUMO ... 0.0722 Eh
Gap between HOMO and LUMO ... 0.28098 hartree



No. 4
DFT (the ωB97M-V functional and the def2-TZVPD basis) results for a molecular structure, C10H19AgCl8O4.

Positions of all 42 atoms, in Å:
1 Ag -5.670 29.012 8.741
2 C -4.315 26.192 7.983
3 O -4.984 26.866 8.972
4 H -3.742 26.897 7.343
5 H -3.592 25.427 8.316
6 H -4.951 25.700 7.221
7 C -8.116 28.205 9.664
8 O -8.378 26.974 9.338
9 O -7.898 29.018 8.729
10 O -7.134 28.127 10.515
11 Cl -4.561 30.111 11.075
12 C -4.957 30.640 12.734
13 C -6.413 30.396 13.075
14 Cl -7.451 31.406 12.075
15 H -4.741 31.706 12.659
16 H -4.215 30.241 13.422
17 H -6.614 30.634 14.121
18 H -6.702 29.348 12.998
19 Cl -2.980 29.603 7.770
20 C -1.360 28.881 7.468
21 C -0.761 29.578 6.268
22 Cl -1.560 29.034 4.785
23 H -1.479 27.804 7.353
24 H -0.774 28.964 8.383
25 H 0.301 29.344 6.176
26 H -0.846 30.660 6.334
27 Cl -5.772 31.655 8.188
28 C -6.519 33.266 8.049
29 C -6.729 33.880 9.454
30 Cl -5.220 33.864 10.374
31 H -7.475 33.241 7.530
32 H -5.850 33.965 7.550
33 H -7.471 33.311 10.009
34 H -7.035 34.924 9.415
35 Cl -6.364 29.217 5.826
36 C -5.348 29.266 4.385
37 C -5.606 27.937 3.702
38 Cl -4.705 27.781 2.142
39 H -4.311 29.305 4.708
40 H -5.664 30.175 3.882
41 H -6.658 27.789 3.472
42 H -5.280 27.086 4.294

Calculated values
Expectation value of S² ... 0.76
Total charge ... -1
LUMO (spin up / spin down) ... 0.0887 / 0.0887 Eh
Multiplicity ... 2
Gap between HOMO and LUMO (spin up / spin down) ... 0.21911 / 0.21891 hartree



No. 5
DFT (the ωB97M-V functional and the def2-TZVPD basis) results for 2 unconnected molecules or ions with the total composition C2H2N2O3S.

Positions of all 10 atoms, in Å:
1 C -0.263 0.075 -1.233
2 C -1.153 0.011 -0.077
3 N 0.976 0.161 -0.730
4 N 1.082 0.100 0.600
5 O -0.545 0.226 -2.369
6 O -1.866 -0.829 0.311
7 O -0.626 0.355 2.533
8 S -0.281 1.060 1.301
9 H 1.877 0.218 -1.321
10 H 0.800 -1.377 0.985

Calculated values
LUMO ... -0.0221 Eh
ΔE to the lowest compared entry with this formula, charge and spin ... 523.2 kJ/mol
Gap between HOMO and LUMO ... 0.32265 hartree